This record from the Open Molecules 2025 dataset describes a 9-piece molecular cluster, C57H127N5O9 overall. The level of theory is ωB97M-V with the def2-TZVPD basis set.

```
198
Properties=species:S:1:pos:R:3:forces:R:3:lowdin_charge:R:1
O 3.106231 0.700678 0.352865 1.9 0.3 -0.3 -0.0389
O 3.604791 7.281648 4.922705 -0.1 0.8 0.1 -0.0650
O -5.502439 7.706498 -0.672215 0.9 0.3 -0.2 -0.0039
O -0.074399 6.156688 -9.808885 0.0 0.1 0.0 -0.0369
O 6.071491 4.915808 -0.016375 0.2 1.0 0.1 -0.0587
O -3.837389 -8.048752 -6.188005 0.0 -2.2 1.5 -0.0166
O 7.342301 -1.395562 4.048715 0.7 0.2 -0.5 -0.0430
O 5.498091 -6.827592 4.786915 0.3 -0.1 0.5 -0.0187
O -2.387009 -0.592662 5.868595 0.1 0.3 -0.4 -0.0115
N -5.843169 8.297508 0.551075 -1.9 -0.6 1.9 -0.1175
N -2.770489 -1.823992 6.410005 -0.2 -1.1 1.6 -0.1292
N -3.919509 -6.974442 -6.987545 -1.1 2.8 -2.5 -0.1306
N 5.751281 -7.879152 3.897175 -0.1 -1.3 -2.4 -0.1325
N -0.980299 5.360848 -9.065985 0.2 -1.4 1.3 -0.0901
C -2.832889 -2.961112 4.133235 0.2 -0.1 -0.1 -0.0282
C -4.081869 7.270788 1.911435 2.3 -1.4 0.6 -0.0366
C -1.169029 4.024438 -9.774385 -1.6 -0.3 0.1 -0.4430
C -4.804479 -5.785312 -9.003535 -1.0 -1.5 -0.2 -0.1365
C -6.568529 10.383068 -0.462735 0.4 0.6 -0.2 -0.0554
C -5.550539 7.377768 1.699565 -1.2 1.5 0.8 -0.5015
C 7.871511 -0.441082 4.945805 0.2 0.3 1.5 -0.5173
C -2.217779 3.197198 -8.883615 0.8 1.2 0.0 -0.1229
C -1.834099 4.466808 -11.112875 0.2 -0.2 -0.5 -0.0608
C 3.199131 7.789718 7.237095 0.4 -0.3 -0.8 -0.0510
C 1.342961 -0.643532 -0.478045 -0.4 -0.9 -0.9 -0.0691
C -3.711459 -4.037952 6.263175 -0.9 0.3 -1.5 -0.1481
C -6.203929 6.018488 1.556475 0.0 -1.1 -1.0 -0.0539
C 4.451821 -8.415602 3.404255 0.7 -1.5 0.9 -0.4870
C 6.735091 5.352268 -2.282785 -0.5 0.1 -0.5 -0.0773
C -1.829559 3.102728 -7.372635 -0.5 0.8 -1.6 -0.1743
C -3.904369 -5.698762 -6.181705 0.1 0.5 -0.8 -0.4382
C 6.888871 -8.801202 4.258125 -1.2 -0.9 1.4 -0.4468
C 6.575071 -9.586002 5.623815 0.6 0.6 0.0 -0.0265
C 8.859181 -1.076992 5.925135 -0.3 0.0 0.4 -0.0646
C -0.343959 -2.523612 6.449665 0.7 0.1 0.6 -0.0331
C -5.123619 -5.439622 -5.140805 1.2 -1.2 -0.9 0.0013
C 4.715641 -9.619762 2.442305 -0.4 -1.0 0.3 -0.1440
C 8.108231 -7.874032 4.406945 -0.1 -0.7 -0.3 -0.0441
C -1.523889 4.493588 -6.797265 0.3 -0.6 -0.4 -0.1414
C 3.588061 -8.982812 4.572295 -0.8 -0.3 0.1 -0.0368
C -0.516579 5.346448 -7.626335 -0.5 -0.2 0.8 -0.4956
C -4.903609 -1.998542 5.266115 0.4 -0.9 -0.6 -0.0297
C -5.722439 9.762678 0.640565 -0.6 0.1 0.7 -0.4977
C 1.737381 0.513968 0.367845 -0.8 -0.2 0.8 -0.5698
C 0.913491 4.911018 -7.387845 0.9 -0.2 -0.2 -0.0482
C -3.742759 -4.577992 -7.239715 0.4 1.3 2.3 -0.1927
C -6.245199 7.957748 2.949695 -1.1 1.2 0.0 -0.1682
C 1.056941 1.799658 -0.035145 -0.2 -0.1 0.6 -0.0438
C -1.961279 -3.754352 7.833645 0.8 -0.5 0.2 -0.1574
C 8.231731 4.103838 -0.618105 0.0 -0.4 -0.3 -0.0598
C -4.844969 -4.560372 -8.160515 -1.4 -0.2 -1.0 -0.2434
C 2.405891 5.642368 6.146665 0.1 -1.4 1.1 -0.0737
C 3.464961 6.663098 6.212135 0.6 2.1 -0.5 -0.5090
C 0.071041 3.103718 -10.090705 -1.4 1.9 0.5 -0.0155
C 7.094971 -9.893792 3.149185 -1.3 0.8 0.2 -0.1160
C -1.439929 -1.393942 8.448485 0.0 0.6 -0.7 -0.0419
C -6.339059 10.291478 2.006775 1.1 -1.2 0.7 -0.1002
C -6.414569 -7.353482 -7.795285 1.6 -0.4 0.7 -0.0246
C -4.297889 10.335678 0.502225 -0.2 0.6 0.3 -0.0381
C -0.595659 6.767618 -7.009705 -0.2 0.2 -1.2 -0.0533
C 7.196181 5.206408 -0.863605 0.2 -1.4 0.1 -0.4890
C -5.890969 9.414888 3.224335 0.7 -0.5 -0.8 -0.1749
C -4.504529 -8.270762 -9.129725 0.9 -0.7 0.5 -0.0609
C -4.890099 -7.161772 -8.169115 -0.8 2.3 -0.1 -0.4170
C 5.731771 -10.697082 2.917075 1.7 2.0 -0.4 -0.1430
C -1.670749 -2.335562 7.257015 1.0 -1.1 -0.8 -0.4708
C -2.568429 -5.641222 -5.437425 0.0 -0.5 0.5 -0.0599
C -3.512519 -2.680542 5.484115 -0.3 -0.6 0.7 -0.4778
C 6.702611 0.181368 5.682115 -0.4 0.4 0.1 -0.0560
C -2.504069 -4.739432 6.820355 -0.9 1.1 0.6 -0.1933
C 3.674871 -7.374922 2.606775 1.3 0.8 0.7 -0.0431
H 3.849541 6.650888 4.241645 0.0 -0.3 0.2 0.0820
H -1.752129 -5.057782 6.098315 -0.2 0.1 -0.1 0.1084
H 2.534221 -8.971892 4.294105 -0.1 -0.2 -0.4 0.0755
H -3.850259 -3.657332 -6.666185 0.5 0.3 0.3 0.1213
H -6.905939 -7.920302 -8.586085 -0.2 0.6 -0.1 0.0746
H -5.466569 -2.597552 4.550315 0.1 0.0 -0.3 0.0757
H -3.647819 7.644298 2.838905 -0.4 1.0 0.0 0.0829
H 1.658201 5.379388 -8.031395 -0.4 0.3 -0.5 0.0843
H 0.363521 -1.035392 -0.203745 -0.3 0.4 -0.3 0.0832
H -5.602039 5.392208 0.897995 -0.1 -0.1 -0.2 0.0822
H 4.386491 -6.890052 1.938485 -0.1 -0.5 -0.8 0.0837
H 6.362771 1.116468 5.236925 -0.1 -0.1 -0.3 0.0746
H 5.760671 -6.080942 4.243625 0.0 0.4 0.3 0.1048
H 7.819361 3.099028 -0.526425 -0.9 0.0 -0.1 0.0705
H -2.208689 3.672438 -11.758445 -0.2 -0.5 0.5 0.0764
H -2.643559 5.186518 -10.990855 -0.1 -0.1 0.4 0.0791
H 6.125581 -10.578792 5.644405 -0.4 0.1 -1.0 0.0594
H 8.239621 -7.300242 3.489555 -0.2 0.1 0.0 0.0811
H -4.806019 9.371058 3.319595 0.2 0.7 0.0 0.0870
H -1.539769 7.179278 -7.366495 0.1 0.5 0.1 0.0836
H 5.431281 -11.223812 3.822805 0.0 0.1 -0.1 0.0818
H -6.645789 11.463508 -0.341095 0.1 0.2 0.5 0.0794
H 3.467651 -6.519442 3.249675 -0.9 -0.3 0.2 0.0775
H 4.068591 8.446698 7.259945 0.1 -0.1 0.1 0.0737
H -1.165979 4.342518 -5.778845 0.4 0.2 0.0 0.1164
H 7.619311 6.191748 -0.668245 -0.2 -0.1 1.0 0.1350
H -0.993549 2.411908 -7.263315 -0.1 -0.1 0.3 0.1002
H 8.870111 3.950868 -1.488255 0.7 0.6 0.3 0.0765
H -6.168259 7.360928 3.858535 0.9 -0.3 -0.1 0.1202
H 0.268461 7.340008 -7.346975 -0.2 0.3 -0.3 0.0778
H -4.897589 -3.667072 -8.782895 0.1 0.1 0.0 0.1250
H -7.328239 7.955708 2.826745 -0.3 -0.2 -0.6 0.1156
H 3.748981 -10.104672 2.306125 -0.3 -0.1 0.3 0.1093
H -3.714179 9.838898 -0.272755 0.0 -0.1 0.2 0.0860
H -0.220999 -3.530152 6.049835 -0.4 0.1 -0.3 0.0653
H -2.889009 -8.197552 -6.182685 0.1 -0.6 0.2 0.1067
H 7.973781 -10.510172 3.338585 -0.2 -0.2 0.6 0.1097
H -4.198189 -4.773782 5.623055 -0.4 0.4 -0.4 0.1160
H -3.968719 -5.794062 -9.703185 0.3 0.0 0.2 0.1143
H -2.932649 -5.603602 7.327915 0.5 -0.3 0.1 0.1157
H -3.525449 -8.065362 -9.562515 0.1 -0.1 0.0 0.0803
H -1.146459 4.956068 -11.802715 0.5 0.2 0.4 0.0701
H 6.905791 0.450538 6.718645 0.2 -0.3 0.1 0.0747
H 9.182661 -0.311922 6.630925 0.3 0.1 -0.1 0.0760
H -6.111509 -5.498062 -5.597705 0.1 0.0 -0.1 0.0546
H -2.577969 -3.742002 8.732335 -0.4 0.3 -0.1 0.1195
H -0.628219 6.930658 -9.934815 0.3 0.3 -0.3 0.1037
H 9.729771 -1.532882 5.453595 0.0 0.1 -0.1 0.0741
H 5.938141 -11.429962 2.137065 -0.3 0.0 -0.1 0.1003
H 5.880201 -0.533042 5.645545 -0.1 0.1 0.2 0.0835
H 2.815121 -7.823962 2.109495 0.0 0.3 0.1 0.0904
H 1.117531 3.845458 -7.492865 -0.2 -0.1 0.4 0.0693
H -2.392619 -1.177262 8.931755 0.1 -0.4 0.4 0.0875
H 5.896951 6.044638 -2.203805 -0.2 -0.1 -0.4 0.0826
H -3.751299 6.245568 2.078045 -0.3 -0.6 -0.4 0.0792
H -5.070259 -4.536342 -4.533075 0.4 0.3 -0.4 0.0755
H 3.423521 -0.051822 0.857525 0.7 0.1 -0.1 0.0910
H -5.962519 11.310878 2.091175 -0.1 0.1 0.1 0.1094
H -5.698039 -5.707542 -9.622885 -0.1 -0.6 -0.3 0.1147
H -7.598079 10.025128 -0.459745 0.2 -0.4 -0.4 0.0895
H 8.005301 -7.186322 5.246325 0.0 -0.2 0.0 0.0795
H 1.193671 5.309408 -6.412715 0.0 -0.6 0.3 0.0843
H -2.469689 -6.366842 -4.630065 -0.2 -0.1 0.1 0.0765
H 2.430681 5.128648 7.107695 -0.3 -0.2 0.2 0.0796
H -4.408359 -3.832182 7.075635 0.0 0.0 0.2 0.1180
H 1.552311 0.196548 1.394055 -1.0 0.5 0.4 0.1346
H -7.427939 10.326218 2.042135 -0.1 -0.1 -0.5 0.1123
H -3.186439 3.694938 -8.928985 0.0 0.3 -0.1 0.1056
H 7.494721 -9.838092 6.151815 0.3 0.7 0.2 0.0708
H -6.209979 7.069828 -0.797265 -0.2 0.0 -0.3 0.0945
H -5.566239 -1.986712 6.131495 0.5 0.2 0.4 0.0772
H 5.924481 -8.971272 6.245865 0.3 0.1 0.2 0.0705
H -4.782569 -1.006422 4.831195 0.0 0.0 0.2 0.0758
H -6.265699 9.675448 4.214165 -0.3 0.5 -0.2 0.1079
H -2.764489 -2.062712 3.519795 0.0 0.0 0.0 0.0819
H -0.648149 -1.762962 9.100415 -0.4 -0.3 0.3 0.0868
H -4.403639 11.389108 0.242985 0.0 0.1 -0.5 0.0766
H 7.400841 -9.348552 2.256295 -0.4 0.0 -0.5 0.1069
H 1.387431 -0.351042 -1.527135 -0.2 -0.2 -0.2 0.0861
H 8.363301 -1.829542 6.538215 -0.1 -0.2 -0.1 0.0821
H 0.403591 2.705688 -9.132015 0.5 -0.1 -0.4 0.0582
H 8.715591 4.201658 0.353705 0.5 0.4 -0.3 0.0776
H -0.558589 6.870388 -5.925195 -0.2 -0.8 0.1 0.0860
H 0.486351 -2.456132 7.152615 0.1 0.1 0.3 0.0747
H 3.531631 -8.511632 5.553575 0.8 0.7 -0.2 0.0774
H 0.735791 3.800878 -10.600785 0.7 -0.5 0.2 0.0795
H -5.025539 -6.255562 -4.424765 -0.3 -0.2 0.0 0.0707
H 2.693471 4.858298 5.446205 -0.4 0.1 -0.4 0.0822
H 5.810121 4.008408 -0.189285 0.0 -0.1 -0.1 0.0805
H -0.088969 -1.785152 5.689565 -0.6 0.1 -0.1 0.0797
H 9.014001 -8.472762 4.502935 0.0 0.0 0.3 0.0797
H -7.238299 6.001458 1.213125 0.0 0.6 -0.4 0.0887
H 2.369991 8.432468 6.941305 -0.3 -0.3 0.1 0.0800
H -2.759069 2.752058 -6.924145 0.4 -0.5 0.5 0.1042
H 1.982301 -1.518112 -0.357815 0.4 0.2 0.1 0.0783
H -6.472809 -7.999762 -6.919475 0.0 0.0 0.2 0.0767
H -3.461659 7.599548 1.077555 -0.3 0.3 0.0 0.0887
H -5.747149 -4.575842 -7.549015 -0.4 0.2 -0.2 0.1029
H 4.912191 -9.339562 1.407435 0.7 0.5 0.1 0.1137
H -0.257169 2.324928 -10.779085 0.1 0.0 0.1 0.0806
H 8.433331 0.321718 4.406755 -0.1 0.2 -0.3 0.1307
H 4.460881 6.303588 6.470965 -0.1 -0.8 0.2 0.1313
H -5.206599 -8.446012 -9.944875 -0.2 0.6 0.0 0.0831
H 6.405761 4.420368 -2.742365 -0.1 -0.1 0.1 0.0818
H 1.246681 2.581658 0.700085 0.0 0.0 0.0 0.0795
H -3.773419 10.436298 1.452445 0.2 -0.8 0.0 0.0770
H 3.075941 7.334158 8.219635 -0.2 0.2 0.0 0.0773
H -1.747069 -5.838352 -6.126345 0.0 0.1 -0.1 0.0856
H -1.836689 -3.394712 4.220775 0.2 0.3 0.3 0.0690
H 8.089071 -1.425352 3.446165 -0.3 -0.8 -0.7 0.0852
H -0.016969 1.617538 -0.075745 0.0 0.2 -0.2 0.0827
H -2.779709 -4.521062 -7.747055 0.2 -0.5 0.2 0.1292
H -6.291709 5.449558 2.482065 0.5 0.4 0.4 0.0878
H -5.987639 10.313638 -1.382435 -0.7 -0.6 -0.4 0.0831
H 3.818061 -10.023122 4.802395 0.2 -0.1 -0.2 0.0664
H -6.843709 -6.384842 -7.539035 -0.4 -0.2 -0.3 0.0607
H -3.364389 -3.726452 3.567675 -0.5 0.2 0.0 0.0810
H 7.475291 5.808188 -2.940305 0.2 -0.1 0.1 0.0802
H -2.451809 5.046268 -6.650215 -0.1 0.1 -0.4 0.1144
H 1.433621 2.150288 -0.996015 -0.1 -0.2 -0.1 0.0864
H 1.397301 6.035098 6.017795 0.2 0.1 -0.4 0.0925
H -2.413779 -4.656242 -4.996985 -0.1 0.1 0.0 0.0870
H -1.034939 -4.232982 8.151305 0.5 0.7 0.4 0.1157
H -1.057409 -0.418492 8.148015 0.0 0.1 -0.4 0.0752
H -2.661119 -0.011612 6.581925 -0.1 0.5 -0.2 0.0979
H -2.407689 2.203118 -9.288375 0.4 -0.1 -0.2 0.1087
H -4.467749 -9.244722 -8.641715 0.2 0.0 0.3 0.0798
```
Forces are in eV/Å.

Its molecular weight is 1026.669 g/mol. Its HOMO energy is -7.9 eV. The energy above the lowest of the compared OMol25 structures with the same formula, charge and spin comes out at 499.35 kJ/mol. As for the SMILES: CC1(C)CCCC(C)(C)N1O.CC1(C)CCCC(C)(C)N1O.CC1(C)CCCC(C)(C)N1O.CC1(C)CCCC(C)(C)N1O.CC1(C)CCCC(C)(C)N1O.CC(C)O.CC(C)O.CC(C)O.CC(C)O. The calculation puts the max |F| at 3.88 eV/A. As for the orbital gap: 8.047 eV.